C17H27CuNO3 | wB97M-V/def2-TZVPD

Results
highest occupied orbital energy: -12.359 eV
largest force on an atom: 5.10 eV/Å
total charge: +1
HOMO-LUMO gap: 6.774 eV

Positions of all 49 atoms, in Å:
C  -0.538  2.916  -1.027
C  0.078  1.852  -1.936
C  -0.161  2.139  -3.427
C  -0.723  0.981  -4.248
C  -0.195  -0.382  -3.836
C  -1.137  -1.271  -2.996
C  -0.574  -1.778  -1.719
C  0.673  -2.333  -1.628
C  1.185  -2.906  -0.347
O  2.071  -3.781  -0.350
C  0.615  -2.352  0.904
C  1.446  -2.576  2.138
N  0.689  -3.116  3.268
C  -0.618  -1.739  0.849
O  -1.276  -1.249  1.924
C  -1.238  0.193  2.126
C  -0.569  0.494  3.456
C  0.801  1.181  3.390
C  0.816  2.665  3.767
C  -1.384  -1.681  -0.454
O  -2.656  -1.589  -0.506
H  -0.555  3.874  -1.516
H  -0.002  2.992  -0.094
H  -1.550  2.633  -0.767
H  1.154  1.849  -1.737
H  -0.371  0.896  -1.656
H  0.741  2.518  -3.884
H  -0.876  2.948  -3.476
H  -0.436  1.141  -5.279
H  -1.805  1.000  -4.247
H  0.023  -0.936  -4.736
H  0.749  -0.249  -3.308
H  -2.065  -0.763  -2.773
H  -1.380  -2.139  -3.595
H  1.310  -2.386  -2.500
H  2.254  -3.234  1.861
H  1.906  -1.629  2.405
H  1.006  -4.048  3.479
H  0.856  -2.570  4.094
H  -0.671  0.629  1.309
H  -2.258  0.542  2.090
H  -0.507  -0.428  4.011
H  -1.234  1.142  4.012
H  1.491  0.662  4.041
H  1.208  1.075  2.386
H  1.718  2.909  4.306
H  -0.036  2.915  4.381
H  0.775  3.295  2.890
Cu  1.252  -0.308  -1.045

For reference, the natural (NBO) charges in units of e are: atom 1 (C): -0.608, atom 2 (C): -0.424, atom 3 (C): -0.406, atom 4 (C): -0.404, atom 5 (C): -0.377, atom 6 (C): -0.488, atom 7 (C): 0.018, atom 8 (C): -0.437, atom 9 (C): 0.460, atom 10 (O): -0.466, atom 11 (C): -0.122, atom 12 (C): -0.272, atom 13 (N): -0.820, atom 14 (C): 0.281, atom 15 (O): -0.499, atom 16 (C): -0.033, atom 17 (C): -0.446, atom 18 (C): -0.393, atom 19 (C): -0.607, atom 20 (C): 0.423, atom 21 (O): -0.427, atom 22 (H): 0.230, atom 23 (H): 0.211, atom 24 (H): 0.221, atom 25 (H): 0.185, atom 26 (H): 0.164, atom 27 (H): 0.221, atom 28 (H): 0.228, atom 29 (H): 0.231, atom 30 (H): 0.218, atom 31 (H): 0.240, atom 32 (H): 0.152, atom 33 (H): 0.252, atom 34 (H): 0.270, atom 35 (H): 0.264, atom 36 (H): 0.236, atom 37 (H): 0.208, atom 38 (H): 0.374, atom 39 (H): 0.366, atom 40 (H): 0.147, atom 41 (H): 0.211, atom 42 (H): 0.238, atom 43 (H): 0.221, atom 44 (H): 0.211, atom 45 (H): 0.171, atom 46 (H): 0.223, atom 47 (H): 0.212, atom 48 (H): 0.201, atom 49 (Cu): 0.943

---

C17H27FMnNO2P2 | wB97M-V/def2-TZVPD

Results
⟨S²⟩: 6.29
highest occupied orbital energy (alpha / beta): -15.020 / -15.431 eV
largest force on an atom: 4.06 eV/Å
total charge: +2
multiplicity: 5
HOMO-LUMO gap (alpha / beta): 6.476 / 8.569 eV

Positions of all 51 atoms, in Å:
Mn  -0.178  0.236  -0.072
P  -2.379  0.288  -0.590
C  -2.228  0.625  -2.342
C  -0.949  1.307  -2.736
N  0.134  1.015  -1.952
C  1.388  1.359  -2.349
C  1.587  2.080  -3.532
C  0.491  2.382  -4.367
C  -0.768  1.937  -3.945
C  2.546  0.942  -1.439
P  2.315  -0.621  -0.514
H  -1.657  2.106  -4.591
H  2.632  2.377  -3.798
H  0.642  2.968  -5.292
H  3.447  0.797  -2.077
H  2.751  1.750  -0.699
H  -2.353  -0.253  -2.856
H  -3.081  1.182  -2.785
H  -1.256  -2.120  -2.855
O  -1.921  -2.358  -3.423
H  -1.467  -2.047  -4.219
H  0.905  -1.647  -0.625
O  0.069  -2.028  -1.059
H  -0.198  -2.932  -1.011
C  3.019  -1.938  -1.574
H  3.958  -1.608  -2.061
H  3.202  -2.829  -0.958
H  2.257  -2.166  -2.333
C  3.229  -0.509  1.044
H  2.997  -1.398  1.653
H  4.325  -0.473  0.818
H  2.915  0.406  1.585
C  -3.368  1.649  0.080
H  -4.335  1.767  -0.453
H  -3.548  1.417  1.142
H  -2.779  2.573  -0.002
C  -3.388  -1.232  -0.386
H  -3.630  -1.345  0.686
H  -4.347  -1.206  -0.961
H  -2.806  -2.113  -0.710
F  -0.162  4.436  4.338
C  -0.061  3.480  3.346
C  0.434  3.859  2.113
C  0.484  2.916  1.086
C  0.042  1.620  1.351
C  -0.438  1.247  2.608
C  -0.492  2.195  3.620
H  0.783  4.874  1.930
H  0.860  3.182  0.097
H  -0.764  0.218  2.781
H  -0.863  1.924  4.608

For reference, the natural (NBO) charges in units of e are: atom 1 (Mn): 1.250, atom 2 (P): 0.929, atom 3 (C): -0.807, atom 4 (C): 0.256, atom 5 (N): -0.635, atom 6 (C): 0.242, atom 7 (C): -0.229, atom 8 (C): -0.082, atom 9 (C): -0.231, atom 10 (C): -0.760, atom 11 (P): 0.844, atom 12 (H): 0.256, atom 13 (H): 0.258, atom 14 (H): 0.268, atom 15 (H): 0.278, atom 16 (H): 0.284, atom 17 (H): 0.305, atom 18 (H): 0.288, atom 19 (H): 0.450, atom 20 (O): -0.910, atom 21 (H): 0.473, atom 22 (H): 0.399, atom 23 (O): -1.032, atom 24 (H): 0.528, atom 25 (C): -0.910, atom 26 (H): 0.272, atom 27 (H): 0.276, atom 28 (H): 0.266, atom 29 (C): -0.939, atom 30 (H): 0.273, atom 31 (H): 0.269, atom 32 (H): 0.268, atom 33 (C): -0.931, atom 34 (H): 0.274, atom 35 (H): 0.267, atom 36 (H): 0.261, atom 37 (C): -0.926, atom 38 (H): 0.269, atom 39 (H): 0.285, atom 40 (H): 0.262, atom 41 (F): -0.297, atom 42 (C): 0.439, atom 43 (C): -0.244, atom 44 (C): -0.240, atom 45 (C): -0.320, atom 46 (C): -0.231, atom 47 (C): -0.246, atom 48 (H): 0.265, atom 49 (H): 0.225, atom 50 (H): 0.223, atom 51 (H): 0.267

---

C17H27N2O2 | wB97M-V/def2-TZVPD

Results
SMILES string: COC(=O)C[C@@H]1C[C@H](C)CC(C2=CCC[N@H+]3CCC[C@@H]23)=N1
highest occupied orbital energy: -12.135 eV
largest force on an atom: 4.38 eV/Å
total charge: +1
energy relative to the best compared isomer or geometry (same formula, charge and spin): 36.0 kcal per mole
HOMO-LUMO gap: 9.028 eV

Positions of all 48 atoms, in Å:
O  0.373  3.275  -2.906
N  0.705  0.725  -0.667
O  -1.313  1.732  -3.242
C  -0.002  2.113  -3.014
C  0.949  0.145  0.476
C  -0.877  1.231  1.701
C  -0.206  0.056  1.338
C  -2.263  2.835  -3.291
C  -2.027  1.190  2.701
C  -2.367  -1.940  0.200
C  -0.931  -2.276  0.620
C  1.063  1.013  -3.018
C  4.492  -1.233  -0.094
C  2.239  -0.590  0.766
C  2.778  -0.181  -1.678
C  -2.162  -0.167  3.394
C  -3.018  -1.336  1.414
C  -0.662  -1.329  1.787
C  1.748  0.932  -1.651
C  3.336  -0.250  -0.259
N  -1.973  -1.303  2.461
H  -0.582  2.230  1.392
H  -3.206  2.522  -3.772
H  -2.497  3.169  -2.277
H  -1.863  3.691  -3.812
H  -1.851  2.048  3.425
H  -2.946  1.496  2.130
H  -2.355  -1.193  -0.602
H  -2.960  -2.815  -0.149
H  -0.235  -2.178  -0.221
H  -0.908  -3.318  0.945
H  1.814  1.244  -3.772
H  0.647  0.069  -3.316
H  4.287  -2.170  -0.594
H  5.401  -0.822  -0.540
H  4.656  -1.473  0.960
H  2.557  -0.262  1.759
H  2.069  -1.681  0.784
H  3.594  0.039  -2.374
H  2.310  -1.136  -1.954
H  -1.439  -0.234  4.198
H  -3.182  -0.224  3.868
H  -3.803  -2.044  1.753
H  -3.445  -0.345  1.236
H  0.131  -1.708  2.452
H  2.268  1.882  -1.507
H  3.734  0.764  -0.028
H  -2.077  -2.197  2.980

For reference, the natural (NBO) charges in units of e are: atom 1 (O): -0.600, atom 2 (N): -0.397, atom 3 (O): -0.516, atom 4 (C): 0.812, atom 5 (C): 0.261, atom 6 (C): -0.112, atom 7 (C): -0.078, atom 8 (C): -0.267, atom 9 (C): -0.479, atom 10 (C): -0.438, atom 11 (C): -0.414, atom 12 (C): -0.488, atom 13 (C): -0.603, atom 14 (C): -0.474, atom 15 (C): -0.413, atom 16 (C): -0.227, atom 17 (C): -0.232, atom 18 (C): -0.074, atom 19 (C): -0.081, atom 20 (C): -0.207, atom 21 (N): -0.345, atom 22 (H): 0.249, atom 23 (H): 0.200, atom 24 (H): 0.181, atom 25 (H): 0.211, atom 26 (H): 0.268, atom 27 (H): 0.233, atom 28 (H): 0.246, atom 29 (H): 0.243, atom 30 (H): 0.260, atom 31 (H): 0.222, atom 32 (H): 0.243, atom 33 (H): 0.217, atom 34 (H): 0.206, atom 35 (H): 0.225, atom 36 (H): 0.210, atom 37 (H): 0.231, atom 38 (H): 0.217, atom 39 (H): 0.231, atom 40 (H): 0.199, atom 41 (H): 0.237, atom 42 (H): 0.243, atom 43 (H): 0.232, atom 44 (H): 0.243, atom 45 (H): 0.247, atom 46 (H): 0.230, atom 47 (H): 0.205, atom 48 (H): 0.445

---

C17H27N3O4 | wB97M-V/def2-TZVPD

Results
SMILES string: CCOC(=O)c1[nH]c(C)c(C(=O)NCCCN2CCOCC2)c1C
highest occupied orbital energy: -8.411 eV
largest force on an atom: 0.61 eV/Å
total charge: 0
energy relative to the best compared isomer or geometry (same formula, charge and spin): 4.9 kcal per mole
HOMO-LUMO gap: 9.070 eV

Positions of all 51 atoms, in Å:
C  2.032  6.312  -1.031
C  1.024  5.710  -0.062
H  0.004  5.938  -0.390
H  1.180  6.084  0.953
O  1.171  4.296  0.035
C  0.551  3.556  -0.919
O  -0.125  4.040  -1.798
C  0.809  2.145  -0.724
C  0.400  1.048  -1.471
C  0.974  -0.092  -0.858
C  1.717  0.348  0.235
N  1.594  1.685  0.306
H  2.018  2.288  0.993
C  2.488  -0.435  1.231
H  3.419  0.071  1.479
H  1.912  -0.561  2.149
H  2.709  -1.415  0.819
C  0.856  -1.514  -1.239
O  1.728  -2.338  -1.024
N  -0.315  -1.843  -1.846
H  -1.060  -1.168  -1.839
C  -0.665  -3.226  -2.076
C  -1.084  -3.950  -0.791
C  -2.366  -3.381  -0.140
N  -2.230  -2.780  1.172
C  -1.431  -1.571  1.214
C  -1.579  -0.932  2.596
O  -1.171  -1.813  3.614
C  -1.931  -2.999  3.566
C  -1.792  -3.695  2.211
H  -2.426  -4.584  2.188
H  -0.741  -4.004  2.082
H  -1.555  -3.637  4.369
H  -2.991  -2.768  3.746
H  -0.948  -0.045  2.680
H  -2.632  -0.648  2.750
H  -1.799  -0.872  0.459
H  -0.362  -1.768  1.030
H  -2.806  -2.619  -0.790
H  -3.106  -4.180  -0.032
H  -1.223  -5.006  -1.026
H  -0.251  -3.881  -0.091
H  0.223  -3.721  -2.479
H  -1.465  -3.262  -2.819
C  -0.436  1.113  -2.702
H  -1.492  0.970  -2.464
H  -0.340  2.098  -3.150
H  -0.131  0.353  -3.418
H  1.849  5.934  -2.034
H  3.045  6.051  -0.734
H  1.930  7.393  -1.038

For reference, the natural (NBO) charges in units of e are: atom 1 (C): -0.634, atom 2 (C): -0.074, atom 3 (H): 0.201, atom 4 (H): 0.187, atom 5 (O): -0.530, atom 6 (C): 0.771, atom 7 (O): -0.610, atom 8 (C): -0.054, atom 9 (C): 0.035, atom 10 (C): -0.261, atom 11 (C): 0.253, atom 12 (N): -0.469, atom 13 (H): 0.430, atom 14 (C): -0.672, atom 15 (H): 0.220, atom 16 (H): 0.228, atom 17 (H): 0.273, atom 18 (C): 0.678, atom 19 (O): -0.641, atom 20 (N): -0.619, atom 21 (H): 0.396, atom 22 (C): -0.217, atom 23 (C): -0.449, atom 24 (C): -0.208, atom 25 (N): -0.446, atom 26 (C): -0.250, atom 27 (C): -0.071, atom 28 (O): -0.525, atom 29 (C): -0.071, atom 30 (C): -0.252, atom 31 (H): 0.204, atom 32 (H): 0.171, atom 33 (H): 0.192, atom 34 (H): 0.165, atom 35 (H): 0.189, atom 36 (H): 0.166, atom 37 (H): 0.199, atom 38 (H): 0.172, atom 39 (H): 0.184, atom 40 (H): 0.201, atom 41 (H): 0.211, atom 42 (H): 0.222, atom 43 (H): 0.225, atom 44 (H): 0.195, atom 45 (C): -0.657, atom 46 (H): 0.213, atom 47 (H): 0.257, atom 48 (H): 0.225, atom 49 (H): 0.224, atom 50 (H): 0.208, atom 51 (H): 0.216

---

C17H27NO2 | wB97M-V/def2-TZVPD

Results
SMILES string: CCNCC[C@H](CCC(C)C)c1ccc2c(c1)OCO2
highest occupied orbital energy: -7.882 eV
largest force on an atom: 1.28 eV/Å
total charge: 0
energy relative to the best compared isomer or geometry (same formula, charge and spin): 31.5 kcal per mole
HOMO-LUMO gap: 8.759 eV

Positions of all 47 atoms, in Å:
C  -3.099  -4.322  -0.227
C  -2.663  -3.098  0.585
N  -3.037  -1.811  0.029
H  -4.046  -1.786  -0.090
C  -2.403  -1.434  -1.225
C  -0.905  -1.166  -1.064
H  -0.522  -0.787  -2.014
H  -0.386  -2.105  -0.859
C  -0.576  -0.172  0.062
C  0.919  -0.155  0.261
C  1.485  -0.745  1.381
C  2.862  -0.773  1.595
C  3.652  -0.186  0.640
C  3.096  0.410  -0.492
C  1.741  0.437  -0.704
H  1.331  0.904  -1.584
O  4.100  0.917  -1.279
C  5.304  0.623  -0.605
O  5.020  -0.067  0.592
H  5.943  -0.003  -1.248
H  5.835  1.561  -0.373
H  3.291  -1.232  2.470
H  0.839  -1.199  2.118
C  -1.131  1.238  -0.216
C  -2.392  1.523  0.600
H  -2.114  1.550  1.656
H  -3.103  0.705  0.472
C  -3.069  2.849  0.236
C  -4.079  3.233  1.317
H  -4.570  4.171  1.068
H  -4.840  2.461  1.412
H  -3.587  3.349  2.280
C  -3.773  2.769  -1.117
H  -4.534  1.991  -1.100
H  -3.070  2.546  -1.916
H  -4.256  3.715  -1.351
H  -2.302  3.630  0.185
H  -0.376  1.983  0.044
H  -1.341  1.345  -1.280
H  -1.043  -0.551  0.974
H  -2.534  -2.190  -2.018
H  -2.895  -0.519  -1.564
H  -3.117  -3.151  1.580
H  -1.579  -3.112  0.714
H  -2.841  -5.233  0.307
H  -2.605  -4.343  -1.196
H  -4.176  -4.308  -0.387

For reference, the natural (NBO) charges in units of e are: atom 1 (C): -0.630, atom 2 (C): -0.217, atom 3 (N): -0.637, atom 4 (H): 0.355, atom 5 (C): -0.221, atom 6 (C): -0.397, atom 7 (H): 0.206, atom 8 (H): 0.204, atom 9 (C): -0.242, atom 10 (C): 0.004, atom 11 (C): -0.220, atom 12 (C): -0.253, atom 13 (C): 0.212, atom 14 (C): 0.306, atom 15 (C): -0.295, atom 16 (H): 0.223, atom 17 (O): -0.493, atom 18 (C): 0.238, atom 19 (O): -0.481, atom 20 (H): 0.155, atom 21 (H): 0.155, atom 22 (H): 0.226, atom 23 (H): 0.211, atom 24 (C): -0.390, atom 25 (C): -0.397, atom 26 (H): 0.199, atom 27 (H): 0.211, atom 28 (C): -0.213, atom 29 (C): -0.597, atom 30 (H): 0.204, atom 31 (H): 0.199, atom 32 (H): 0.206, atom 33 (C): -0.605, atom 34 (H): 0.197, atom 35 (H): 0.204, atom 36 (H): 0.208, atom 37 (H): 0.189, atom 38 (H): 0.209, atom 39 (H): 0.191, atom 40 (H): 0.221, atom 41 (H): 0.169, atom 42 (H): 0.195, atom 43 (H): 0.192, atom 44 (H): 0.187, atom 45 (H): 0.212, atom 46 (H): 0.202, atom 47 (H): 0.199

---

C17H27NO3 | wB97M-V/def2-TZVPD

Results
SMILES string: CCCCCCCCC(=O)NCc1ccc(O)c(OC)c1
highest occupied orbital energy: -8.165 eV
largest force on an atom: 0.71 eV/Å
total charge: 0
energy relative to the best compared isomer or geometry (same formula, charge and spin): 6.7 kcal per mole
HOMO-LUMO gap: 8.905 eV

Positions of all 48 atoms, in Å:
C  2.658  -4.532  5.606
C  2.445  -3.646  4.385
C  1.235  -2.729  4.552
C  1.015  -1.840  3.330
C  -0.195  -0.926  3.506
C  -0.520  -0.106  2.256
C  0.531  0.958  1.949
H  1.487  0.484  1.725
H  0.665  1.595  2.826
C  0.140  1.835  0.753
C  0.164  1.012  -0.523
O  1.191  0.750  -1.116
N  -1.044  0.548  -0.914
H  -1.877  0.880  -0.456
C  -1.225  -0.226  -2.130
C  -1.659  0.652  -3.274
C  -2.962  0.656  -3.740
C  -3.337  1.508  -4.767
C  -2.413  2.370  -5.330
C  -1.089  2.374  -4.856
C  -0.723  1.518  -3.837
H  0.285  1.501  -3.455
O  -0.255  3.270  -5.486
C  1.089  3.317  -5.075
H  1.589  2.358  -5.236
H  1.560  4.080  -5.692
H  1.175  3.597  -4.021
O  -2.784  3.205  -6.335
H  -2.005  3.716  -6.596
H  -4.347  1.518  -5.144
H  -3.693  -0.011  -3.309
H  -0.255  -0.680  -2.349
H  -1.962  -1.011  -1.942
H  0.875  2.634  0.646
H  -0.844  2.278  0.914
H  -0.616  -0.781  1.402
H  -1.486  0.385  2.404
H  -0.021  -0.250  4.346
H  -1.064  -1.541  3.754
H  1.911  -1.241  3.162
H  0.866  -2.468  2.449
H  1.379  -2.101  5.435
H  0.344  -3.338  4.723
H  3.337  -3.039  4.217
H  2.301  -4.273  3.502
H  2.823  -3.925  6.494
H  3.523  -5.177  5.466
H  1.787  -5.160  5.779

For reference, the natural (NBO) charges in units of e are: atom 1 (C): -0.600, atom 2 (C): -0.387, atom 3 (C): -0.386, atom 4 (C): -0.392, atom 5 (C): -0.385, atom 6 (C): -0.397, atom 7 (C): -0.387, atom 8 (H): 0.215, atom 9 (H): 0.202, atom 10 (C): -0.483, atom 11 (C): 0.683, atom 12 (O): -0.646, atom 13 (N): -0.611, atom 14 (H): 0.395, atom 15 (C): -0.247, atom 16 (C): -0.048, atom 17 (C): -0.213, atom 18 (C): -0.257, atom 19 (C): 0.245, atom 20 (C): 0.299, atom 21 (C): -0.305, atom 22 (H): 0.239, atom 23 (O): -0.534, atom 24 (C): -0.250, atom 25 (H): 0.182, atom 26 (H): 0.199, atom 27 (H): 0.182, atom 28 (O): -0.664, atom 29 (H): 0.494, atom 30 (H): 0.224, atom 31 (H): 0.207, atom 32 (H): 0.239, atom 33 (H): 0.202, atom 34 (H): 0.233, atom 35 (H): 0.198, atom 36 (H): 0.202, atom 37 (H): 0.193, atom 38 (H): 0.192, atom 39 (H): 0.198, atom 40 (H): 0.196, atom 41 (H): 0.194, atom 42 (H): 0.192, atom 43 (H): 0.191, atom 44 (H): 0.193, atom 45 (H): 0.193, atom 46 (H): 0.200, atom 47 (H): 0.207, atom 48 (H): 0.199